74
Properties=species:S:1:pos:R:3:lowdin_charge:R:1 method="wB97M-V/def2-TZVPD" e_homo_ev="-5.80 / -7.77" s_squared=15.811 orbital_gap_ev="5.163 / 7.117" total_energy_ha=-2670.50322 charge=0 spin_multiplicity=8
O -3.61 -4.05 -0.99 -0.2709
H -4.39 -4.37 -1.48 0.1372
Eu -1.88 -2.64 -0.27 1.9191
N -0.59 -1.93 1.93 -0.1729
N -3.13 -1.54 1.49 -0.2635
N 0.54 -2.26 -1.03 -0.1521
N -1.45 -2.76 -2.61 -0.2076
O 0.71 -2.08 2.08 -0.2375
O 1.65 -2.00 -0.25 -0.1490
O -2.52 -3.10 -3.48 -0.0972
O -3.21 -0.76 0.44 -0.3179
C -2.62 -1.02 2.65 -0.3291
C -1.23 -1.21 2.89 -0.2925
C 0.81 -2.21 -2.35 -0.3087
C -0.32 -2.42 -3.22 -0.3194
C -0.53 -0.55 4.03 -0.0185
H -0.05 0.38 3.69 0.0630
H 0.24 -1.21 4.45 0.0870
H -1.24 -0.29 4.81 0.0670
C -3.57 -0.30 3.53 -0.0446
H -4.45 -0.94 3.70 0.0832
H -3.90 0.62 3.02 0.0891
H -3.12 -0.05 4.50 0.0645
C 2.17 -1.92 -2.90 -0.0260
C -0.18 -2.27 -4.70 -0.0315
H 2.94 -2.04 -2.14 0.0797
H 2.23 -0.89 -3.28 0.0622
H 2.39 -2.59 -3.74 0.0850
H -1.16 -2.17 -5.17 0.0738
H 0.35 -3.12 -5.16 0.0905
H 0.42 -1.38 -4.94 0.0817
H 1.26 -2.04 0.72 0.0024
H -3.19 -3.49 -2.87 0.0502
C -2.98 -5.07 -0.14 -0.1329
H -3.01 -4.81 0.94 0.0941
H -1.93 -5.23 -0.43 0.0806
H -3.50 -6.02 -0.26 0.1108
O 0.89 -5.04 1.94 -0.0935
H 1.41 -5.22 1.14 0.0333
H 0.87 -4.06 1.94 -0.0100
C 2.38 2.53 4.19 -0.0927
C 1.23 3.20 3.78 -0.0885
C 0.55 2.80 2.62 -0.1396
C 1.04 1.74 1.86 -0.3822
C 2.17 1.03 2.29 -0.1487
C 2.86 1.45 3.44 -0.0816
Sb 0.08 1.20 -0.04 1.5109
C -0.59 3.26 -0.35 -0.4123
C -1.96 3.51 -0.33 -0.1437
C -2.42 4.83 -0.37 -0.0949
C -1.51 5.89 -0.44 -0.0963
C -0.13 5.63 -0.51 -0.0873
C 0.33 4.30 -0.48 -0.1299
C 1.68 1.33 -1.52 -0.3959
C 1.34 1.71 -2.82 -0.1501
C 2.33 1.83 -3.80 -0.1012
C 3.67 1.56 -3.48 -0.1012
C 4.01 1.19 -2.17 -0.0884
C 3.01 1.06 -1.19 -0.1262
H 2.92 2.85 5.09 0.0999
H 0.85 4.04 4.36 0.1005
H -0.33 3.35 2.30 0.0951
H 2.53 0.16 1.73 0.0890
H 3.76 0.91 3.75 0.1055
H -2.68 2.68 -0.27 0.0900
H -3.50 5.03 -0.34 0.0998
H -1.87 6.92 -0.46 0.0990
H 0.58 6.44 -0.58 0.1000
H 1.40 4.11 -0.53 0.1048
H 0.30 1.95 -3.08 0.0999
H 2.07 2.14 -4.81 0.1010
H 4.46 1.67 -4.23 0.1008
H 5.05 0.99 -1.89 0.1043
H 3.27 0.77 -0.17 0.0811